{
  "formula": "C8H21BFNO7P2",
  "method": "the ωB97M-V functional and the def2-TZVPD basis",
  "smiles": "N=[PH2]B(F)[PH2]=O.CCOC(=O)OC.CCOC(=O)OC",
  "gap_ev": 7.8,
  "total_energy_ev": -46430.5241,
  "molar_mass_g_mol": 335.0,
  "homo_energy_ha": -0.3210,
  "species": ["N", "P", "B", "F", "P", "O", "H", "H", "H", "H", "H", "C", "C", "O", "C", "O", "O", "C", "H", "H", "H", "H", "H", "H", "H", "H", "C", "C", "O", "C", "O", "O", "C", "H", "H", "H", "H", "H", "H", "H", "H"],
  "positions_angstrom": [[-0.880, -3.142, -0.145], [-0.814, -4.515, 0.605], [0.962, -4.849, 1.358], [2.008, -4.348, 0.745], [1.137, -5.845, 3.043], [-0.119, -5.820, 3.837], [-1.632, -2.537, 0.167], [-1.671, -4.808, 1.683], [-1.006, -5.697, -0.159], [2.313, -5.380, 3.669], [1.608, -7.113, 2.631], [-4.780, 1.848, 1.154], [-5.133, 1.562, -0.288], [-4.044, 1.884, -1.177], [-3.069, 0.976, -1.232], [-3.047, -0.080, -0.651], [-2.124, 1.419, -2.056], [-1.006, 0.527, -2.208], [-4.473, 2.888, 1.272], [-5.653, 1.674, 1.784], [-3.976, 1.196, 1.491], [-5.946, 2.197, -0.633], [-5.407, 0.518, -0.432], [-1.342, -0.462, -2.510], [-0.453, 0.447, -1.275], [-0.384, 0.981, -2.973], [5.185, 1.071, -0.160], [3.981, 1.308, 0.723], [3.442, 2.635, 0.545], [2.685, 2.799, -0.538], [2.391, 1.945, -1.335], [2.284, 4.068, -0.583], [1.422, 4.379, -1.686], [5.946, 1.830, 0.021], [5.613, 0.094, 0.065], [4.902, 1.089, -1.211], [4.247, 1.277, 1.778], [3.194, 0.580, 0.529], [0.558, 3.717, -1.693], [1.959, 4.277, -2.627], [1.118, 5.408, -1.527]],
  "atomic_forces_ev_per_a": [[-0.024, -0.058, 0.249], [0.146, 0.108, -0.047], [-0.124, 0.021, -0.025], [0.070, -0.065, 0.067], [-0.056, 0.033, -0.106], [0.082, -0.037, 0.014], [-0.030, 0.091, -0.237], [-0.015, -0.009, 0.041], [-0.045, -0.038, -0.022], [0.003, 0.079, 0.031], [-0.012, -0.050, -0.018], [-0.004, 0.026, -0.018], [-0.013, -0.008, -0.059], [0.046, -0.007, 0.063], [0.032, -0.065, -0.115], [-0.065, -0.018, 0.124], [-0.011, 0.015, 0.033], [0.051, 0.035, -0.004], [0.001, -0.003, 0.011], [0.008, -0.004, 0.008], [0.001, 0.001, 0.005], [-0.003, -0.006, 0.014], [0.009, 0.001, 0.006], [-0.010, 0.007, -0.008], [-0.008, 0.000, 0.001], [0.027, -0.029, 0.008], [0.007, 0.018, 0.024], [-0.052, 0.017, 0.035], [0.048, 0.007, -0.064], [-0.107, -0.056, 0.042], [0.011, 0.005, -0.024], [0.018, -0.003, 0.002], [0.020, -0.017, 0.036], [0.005, -0.006, -0.008], [0.004, 0.000, -0.012], [0.003, -0.001, -0.002], [0.009, -0.012, -0.007], [0.004, 0.003, -0.011], [-0.014, 0.021, 0.008], [0.003, 0.003, 0.002], [-0.016, 0.000, -0.034]],
  "nbo_charge": [-1.29, 1.01, 0.45, -0.45, 1.19, -1.07, 0.40, -0.02, -0.07, -0.06, -0.07, -0.64, -0.07, -0.50, 0.98, -0.66, -0.50, -0.26, 0.21, 0.22, 0.23, 0.19, 0.20, 0.20, 0.20, 0.20, -0.64, -0.07, -0.50, 0.98, -0.66, -0.49, -0.26, 0.21, 0.22, 0.23, 0.19, 0.20, 0.20, 0.19, 0.20]
}

{
  "formula": "C8H21BN2O2",
  "method": "the ωB97M-V functional and the def2-TZVPD basis",
  "gap_ev": 5.7,
  "relative_energy_ev": 4.551,
  "total_energy_ev": -16383.1319,
  "molar_mass_g_mol": 188.1,
  "homo_energy_ha": -0.2207,
  "species": ["C", "C", "B", "O", "C", "C", "N", "C", "C", "N", "H", "H", "H", "H", "H", "H", "H", "H", "H", "H", "H", "H", "H", "H", "H", "H", "C", "C", "O", "H", "H", "H", "H", "H"],
  "positions_angstrom": [[2.844, 0.882, -1.621], [2.597, -0.369, -0.554], [1.514, -1.481, -1.094], [2.066, -2.548, -2.002], [-0.124, -1.471, -0.725], [-1.078, -1.660, -2.047], [-1.731, -0.403, -2.563], [-1.033, 0.863, -2.130], [-1.029, 0.909, -0.493], [-0.519, -0.334, 0.193], [2.307, 0.726, -2.655], [4.014, 0.962, -1.811], [2.474, 1.859, -1.091], [3.650, -0.920, -0.447], [2.367, 0.083, 0.500], [1.620, -3.428, -1.813], [-0.272, -2.465, -0.080], [-1.965, -2.385, -1.709], [-0.500, -2.278, -2.889], [-2.764, -0.378, -2.418], [0.089, 0.837, -2.523], [-1.533, 1.839, -2.589], [-0.423, 1.824, -0.032], [-2.163, 1.068, -0.156], [-1.324, -0.703, 0.784], [0.229, -0.070, 0.898], [-1.765, 1.059, 4.310], [-0.514, 1.194, 3.424], [0.014, -0.014, 3.316], [-1.519, 0.689, 5.314], [-2.242, 2.039, 4.431], [-2.510, 0.386, 3.868], [0.087, 1.989, 3.893], [-0.862, 1.699, 2.509]],
  "atomic_forces_ev_per_a": [[0.493, 0.007, 0.336], [1.165, -0.070, -0.058], [1.180, -0.855, -1.142], [-2.224, 1.001, 3.034], [1.073, -2.359, -0.467], [-1.417, -1.343, 0.559], [0.753, 0.407, 0.543], [0.809, -0.246, 0.426], [-1.278, 3.041, -0.246], [-1.446, -0.701, 0.368], [1.089, 0.362, 2.065], [-2.674, -0.014, 0.312], [0.713, -1.764, -1.342], [-2.390, 1.073, -0.162], [0.290, -0.896, -1.899], [0.579, 1.622, -0.662], [0.311, 2.098, -1.280], [1.877, 1.529, -0.814], [-0.958, 1.670, 1.842], [1.469, -0.024, 0.109], [-2.397, 0.020, 0.770], [0.963, -2.270, 1.217], [-1.295, -1.976, -1.176], [2.559, -0.386, -0.680], [1.536, 0.752, -0.376], [-0.720, -0.583, 0.020], [-0.550, 0.885, 0.201], [-1.526, -0.077, 1.451], [1.489, -1.280, -2.005], [0.133, -0.037, -0.301], [-0.218, 0.114, 0.130], [0.227, -0.035, -0.030], [0.626, 0.129, 0.232], [-0.242, 0.207, -0.976]],
  "nbo_charge": [-0.62, -0.84, 1.07, -0.91, -0.44, -0.23, -0.66, -0.25, -0.27, -0.57, 0.21, 0.24, 0.22, 0.26, 0.25, 0.49, 0.27, 0.21, 0.23, 0.38, 0.21, 0.25, 0.25, 0.23, 0.46, 0.51, -0.62, -0.02, -0.96, 0.20, 0.17, 0.17, 0.09, 0.04]
}

{
  "formula": "C8H21BeBrCl5F2LiMgN3O12S3",
  "method": "the ωB97M-V functional and the def2-TZVPD basis",
  "gap_ev": 4.3,
  "charge": 1,
  "total_energy_ev": -214308.5505,
  "molar_mass_g_mol": 782.9,
  "homo_energy_ha": -0.3477,
  "species": ["N", "C", "C", "C", "C", "C", "O", "O", "N", "H", "H", "H", "H", "H", "H", "H", "H", "H", "H", "H", "H", "H", "O", "S", "O", "O", "O", "C", "Cl", "Cl", "Cl", "H", "Li", "O", "H", "Be", "Cl", "C", "C", "Cl", "H", "H", "H", "H", "O", "H", "H", "N", "S", "O", "O", "F", "S", "O", "O", "F", "Mg", "Br"],
  "positions_angstrom": [[-2.381, -5.663, 2.252], [-1.341, -4.665, 2.154], [-0.274, -4.886, 1.113], [-1.098, -4.659, -0.152], [-1.826, -3.347, 0.185], [-1.287, -2.109, -0.454], [0.087, -2.269, -0.724], [0.610, -0.936, -0.725], [-1.909, -3.352, 1.721], [-3.176, -5.252, 2.723], [-2.096, -6.425, 2.848], [-0.828, -4.674, 3.116], [0.321, -5.773, 1.201], [0.298, -3.963, 1.168], [-1.778, -5.475, -0.345], [-0.488, -4.630, -1.041], [-2.834, -3.564, -0.133], [-1.426, -1.263, 0.213], [-1.865, -1.879, -1.340], [0.587, -0.639, -1.624], [-1.427, -2.620, 2.235], [-2.899, -3.369, 1.956], [-1.147, 2.625, -2.268], [-1.593, 2.113, -0.923], [-3.029, 1.836, -0.937], [-1.310, 3.187, 0.102], [-0.818, 0.907, -0.572], [-2.091, 4.146, 2.975], [-0.513, 4.182, 3.803], [-3.099, 2.881, 3.614], [-2.891, 5.739, 3.085], [-1.919, 3.921, 1.923], [-1.464, 5.287, 0.804], [-4.839, -4.524, 3.900], [-5.204, -3.763, 4.381], [0.730, 2.989, 5.863], [4.377, 2.564, -4.077], [4.159, 1.070, -3.129], [2.921, 0.337, -3.556], [1.427, 1.223, -3.113], [4.129, 1.335, -2.076], [5.032, 0.446, -3.304], [2.863, -0.628, -3.057], [2.906, 0.174, -4.629], [1.551, -6.932, 2.610], [2.425, -6.680, 2.294], [1.724, -7.348, 3.461], [3.265, 7.457, -3.585], [2.777, 6.111, -3.089], [1.320, 5.964, -2.802], [3.627, 5.341, -2.274], [2.807, 5.244, -4.500], [3.269, 8.629, -2.457], [3.400, 9.896, -3.049], [3.986, 8.295, -1.288], [1.747, 8.574, -2.001], [0.820, 4.381, -3.761], [-4.316, -5.561, 5.284]],
  "atomic_forces_ev_per_a": [[-0.674, 0.439, -0.797], [1.436, -1.702, 1.493], [-1.172, 0.872, -1.006], [0.755, -0.489, -0.013], [-0.391, -1.493, -0.987], [-0.283, 0.447, 0.699], [0.225, 0.302, -0.271], [1.275, -1.369, 1.551], [-0.314, -0.993, 0.146], [-0.258, -0.126, 0.074], [0.272, -0.170, -0.101], [-0.050, 1.272, 0.315], [0.012, -0.292, 0.115], [0.986, -0.227, 0.200], [-0.448, -0.131, 0.308], [0.293, 0.602, -0.217], [-0.530, 0.718, 0.040], [0.043, 0.412, -0.027], [-0.033, 0.016, -0.413], [-0.593, 0.233, -1.092], [-0.043, 0.448, -0.399], [-0.033, 0.515, 0.281], [0.956, 1.058, -1.163], [-0.671, -0.890, 0.674], [0.439, 0.316, -0.248], [0.231, 1.838, 0.614], [-0.469, 1.324, -0.269], [0.043, -0.027, 0.142], [-0.420, 0.271, -0.504], [-0.100, -0.007, 0.024], [0.173, 0.008, -0.262], [-0.059, -0.766, 0.096], [0.060, -1.013, -0.723], [-0.106, 0.567, 0.096], [-0.097, 0.012, -0.443], [0.362, -0.258, 0.478], [-0.029, 0.063, -0.005], [0.119, -0.055, 0.101], [0.035, -0.064, -0.188], [-0.248, 0.406, -0.076], [-0.042, 0.089, 0.001], [0.016, 0.005, -0.074], [-0.052, 0.051, 0.119], [-0.032, 0.044, -0.037], [0.102, 0.023, 0.165], [0.016, -0.009, -0.053], [-0.040, -0.080, 0.004], [-0.786, 0.179, 0.182], [1.631, 0.125, 0.097], [0.004, -0.287, -0.521], [-0.191, -0.388, 0.613], [-0.986, 0.009, -0.149], [-0.519, 1.071, 0.660], [0.295, 0.054, -0.737], [0.286, -0.552, 0.038], [-0.020, -0.181, -0.107], [-0.594, -1.703, 1.164], [0.214, -0.516, 0.390]],
  "nbo_charge": [-0.85, 0.11, -0.42, -0.42, -0.07, -0.12, -0.31, -0.41, -0.52, 0.37, 0.39, 0.20, 0.27, 0.21, 0.23, 0.25, 0.24, 0.24, 0.21, 0.47, 0.45, 0.44, -1.15, 2.59, -1.02, -1.21, -1.07, -0.32, -0.01, 0.08, -0.01, 0.23, 0.95, -0.81, 0.50, 0.04, -0.06, -0.39, -0.39, -0.06, 0.24, 0.24, 0.24, 0.23, -0.95, 0.48, 0.48, -1.16, 2.47, -1.12, -0.84, -0.56, 2.52, -0.87, -0.89, -0.50, 1.83, 0.32]
}

Which formula does entry 1 have?
C8H21BFNO7P2